1.
{"formula": "C64H49BrNO20", "method": "the ωB97M-V functional and the def2-TZVPD basis", "homo_lumo_gap_ev": 7.23, "total_charge": 1, "elements": ["O", "C", "O", "N", "C", "C", "C", "Br", "C", "C", "C", "C", "C", "C", "H", "H", "H", "H", "H", "H", "H", "H", "H", "H", "H", "H", "H", "C", "C", "C", "O", "C", "C", "C", "O", "H", "H", "H", "H", "C", "C", "C", "O", "C", "C", "C", "O", "H", "H", "H", "H", "C", "C", "C", "O", "C", "C", "C", "O", "H", "H", "H", "H", "C", "C", "C", "O", "C", "C", "C", "O", "H", "H", "H", "H", "C", "C", "C", "O", "C", "C", "C", "O", "H", "H", "H", "H", "C", "C", "C", "O", "C", "C", "C", "O", "H", "H", "H", "H", "C", "C", "C", "O", "C", "C", "C", "O", "H", "H", "H", "H", "C", "C", "C", "O", "C", "C", "C", "O", "H", "H", "H", "H", "C", "C", "C", "O", "C", "C", "C", "O", "H", "H", "H", "H"], "positions_angstrom": [[-2.373, -0.827, 0.763], [-1.983, -0.087, 1.632], [-2.894, 0.893, 2.145], [-3.818, 0.329, 2.999], [-5.188, 0.174, 2.412], [-5.927, -1.120, 2.994], [-7.483, -0.957, 3.028], [-8.242, -2.702, 3.637], [-0.581, -0.281, 2.163], [0.330, -1.270, 1.550], [1.677, -1.521, 2.063], [2.149, -0.761, 3.234], [1.277, 0.262, 3.839], [-0.048, 0.483, 3.302], [-3.908, 0.972, 3.807], [-3.534, -0.588, 3.382], [-5.168, 0.032, 1.301], [-5.840, 1.070, 2.602], [-5.711, -1.951, 2.260], [-5.477, -1.451, 3.968], [-7.914, -0.752, 2.010], [-7.858, -0.197, 3.753], [0.032, -1.884, 0.661], [2.373, -2.272, 1.630], [3.160, -0.963, 3.658], [1.682, 0.812, 4.717], [-0.712, 1.251, 3.759], [-10.015, 3.188, -0.648], [-9.464, 3.006, 0.551], [-8.300, 2.113, 0.732], [-7.797, 1.946, 1.832], [-7.767, 1.431, -0.468], [-8.316, 1.612, -1.668], [-9.483, 2.506, -1.851], [-9.982, 2.673, -2.941], [-10.868, 3.838, -0.799], [-9.839, 3.497, 1.440], [-6.914, 0.782, -0.316], [-7.939, 1.120, -2.557], [6.012, 1.121, 1.589], [6.206, 2.015, 0.622], [5.754, 1.757, -0.765], [5.933, 2.572, -1.647], [5.076, 0.468, -1.034], [4.883, -0.426, -0.065], [5.334, -0.168, 1.320], [5.156, -0.983, 2.206], [6.336, 1.292, 2.608], [6.699, 2.963, 0.801], [4.752, 0.296, -2.053], [4.390, -1.374, -0.244], [-2.488, 0.382, 7.908], [-1.975, 0.261, 9.130], [-0.774, -0.572, 9.380], [-0.307, -0.684, 10.492], [-0.168, -1.260, 8.217], [-0.683, -1.138, 6.995], [-1.881, -0.308, 6.749], [-2.350, -0.197, 5.626], [-3.365, 0.984, 7.706], [-2.405, 0.758, 9.990], [0.710, -1.863, 8.416], [-0.253, -1.635, 6.135], [-1.112, -4.500, 4.603], [-1.893, -5.558, 4.395], [-1.682, -6.824, 5.135], [-2.392, -7.785, 4.942], [-0.571, -6.866, 6.114], [0.209, -5.807, 6.321], [-0.003, -4.542, 5.582], [0.707, -3.572, 5.771], [-1.250, -3.565, 4.071], [-2.710, -5.546, 3.684], [-0.432, -7.799, 6.646], [1.026, -5.820, 7.032], [-3.161, 1.905, -4.686], [-1.857, 1.667, -4.543], [-1.327, 1.005, -3.328], [-0.141, 0.788, -3.193], [-2.301, 0.619, -2.282], [-3.602, 0.857, -2.426], [-4.133, 1.518, -3.639], [-5.322, 1.733, -3.768], [-3.567, 2.388, -5.566], [-1.133, 1.942, -5.298], [-1.898, 0.136, -1.401], [-4.327, 0.581, -1.670], [-4.847, -9.684, 3.634], [-5.564, -10.800, 3.510], [-6.557, -10.959, 2.422], [-7.211, -11.973, 2.309], [-6.721, -9.829, 1.477], [-6.004, -8.714, 1.602], [-5.012, -8.556, 2.690], [-4.356, -7.539, 2.804], [-4.118, -9.549, 4.423], [-5.457, -11.635, 4.191], [-7.450, -9.963, 0.688], [-6.111, -7.879, 0.921], [7.972, 2.093, -5.574], [6.918, 1.805, -4.810], [6.054, 0.640, -5.102], [5.090, 0.377, -4.407], [6.404, -0.196, -6.274], [7.456, 0.091, -7.038], [8.322, 1.258, -6.746], [9.282, 1.519, -7.442], [8.615, 2.946, -5.373], [6.647, 2.403, -3.949], [5.760, -1.044, -6.471], [7.726, -0.508, -7.899], [8.804, 8.309, -4.589], [9.365, 7.135, -4.868], [8.624, 5.868, -4.683], [9.138, 4.793, -4.935], [7.237, 5.956, -4.178], [6.675, 7.129, -3.899], [7.414, 8.397, -4.084], [6.902, 9.468, -3.832], [9.330, 9.247, -4.718], [10.379, 7.052, -5.239], [6.710, 5.018, -4.050], [5.661, 7.211, -3.530], [5.580, 3.331, -8.092], [6.145, 4.378, -7.493], [5.431, 5.668, -7.367], [5.947, 6.624, -6.822], [4.065, 5.751, -7.930], [3.499, 4.704, -8.529], [4.213, 3.413, -8.656], [3.698, 2.458, -9.200], [6.087, 2.380, -8.195], [7.144, 4.335, -7.075], [3.558, 6.702, -7.828], [2.501, 4.747, -8.948]]}

2.
{"formula": "C64H52GeN4O2Pd", "method": "the ωB97M-V functional and the def2-TZVPD basis", "multiplicity": 3, "de_lowest_ev": 0.0000, "homo_lumo_gap_ev": [3.64, 6.77], "s2": 2.030, "total_charge": -2, "elements": ["Pd", "O", "C", "C", "C", "C", "C", "C", "C", "C", "C", "O", "C", "C", "C", "C", "C", "C", "C", "C", "C", "C", "C", "C", "N", "C", "C", "C", "C", "C", "C", "C", "C", "C", "C", "C", "C", "H", "H", "H", "H", "H", "H", "H", "H", "H", "H", "H", "H", "H", "H", "H", "H", "H", "H", "H", "H", "H", "H", "H", "H", "H", "H", "H", "N", "C", "C", "C", "C", "C", "C", "N", "C", "C", "C", "C", "N", "C", "C", "H", "H", "H", "H", "H", "H", "H", "H", "H", "C", "Ge", "C", "C", "C", "C", "C", "C", "C", "C", "C", "C", "C", "C", "C", "C", "C", "C", "C", "C", "H", "H", "H", "H", "H", "H", "H", "H", "H", "H", "H", "H", "H", "H", "H", "H"], "positions_angstrom": [[0.236, -0.719, -0.330], [0.041, -0.407, 1.668], [-0.762, -1.265, 2.381], [-2.146, -1.412, 1.673], [-2.159, -2.453, 0.606], [-3.027, -3.537, 0.674], [-2.968, -4.514, -0.300], [-2.045, -4.386, -1.321], [-1.209, -3.275, -1.346], [-0.185, -3.141, -2.437], [-0.076, -1.742, -3.101], [0.667, -0.895, -2.320], [-1.463, -1.163, -3.432], [-1.635, 0.214, -3.377], [-2.842, 0.791, -3.740], [-3.899, -0.002, -4.163], [-3.742, -1.380, -4.212], [-2.530, -1.952, -3.850], [0.661, -1.899, -4.456], [1.644, -0.972, -4.786], [2.312, -1.041, -6.000], [2.008, -2.038, -6.915], [1.020, -2.961, -6.603], [0.353, -2.886, -5.389], [-1.283, -2.330, -0.402], [-0.942, -0.585, 3.745], [0.015, -0.754, 4.741], [-0.064, -0.054, 5.934], [-1.103, 0.841, 6.153], [-2.044, 1.042, 5.156], [-1.958, 0.340, 3.961], [-0.171, -2.678, 2.568], [-0.652, -3.545, 3.547], [-0.131, -4.822, 3.691], [0.881, -5.262, 2.847], [1.355, -4.415, 1.856], [0.835, -3.136, 1.725], [-2.347, -0.444, 1.202], [-2.933, -1.644, 2.396], [-3.719, -3.603, 1.503], [-3.631, -5.371, -0.263], [-1.956, -5.131, -2.101], [-0.378, -3.931, -3.163], [0.805, -3.328, -2.008], [-0.817, 0.816, -3.006], [-2.968, 1.863, -3.658], [-4.847, 0.450, -4.429], [-4.565, -2.013, -4.523], [-2.426, -3.031, -3.890], [1.876, -0.207, -4.057], [3.080, -0.311, -6.229], [2.531, -2.094, -7.862], [0.762, -3.743, -7.309], [-0.430, -3.605, -5.183], [0.844, -1.427, 4.569], [0.697, -0.203, 6.692], [-1.168, 1.387, 7.087], [-2.845, 1.758, 5.297], [-2.677, 0.547, 3.178], [-1.441, -3.213, 4.213], [-0.518, -5.477, 4.464], [1.300, -6.256, 2.965], [2.135, -4.748, 1.180], [1.157, -2.450, 0.939], [-4.091, 5.945, 0.806], [-5.077, 6.897, 0.870], [-5.082, 8.214, 1.282], [-6.296, 8.912, 1.217], [-7.446, 8.283, 0.750], [-7.436, 6.952, 0.335], [-6.239, 6.233, 0.390], [-5.968, 4.945, 0.052], [-4.654, 4.764, 0.302], [-3.896, 3.597, 0.105], [-4.472, 2.404, -0.429], [-3.687, 1.298, -0.621], [-2.366, 1.210, -0.348], [-1.827, 2.321, 0.181], [-2.507, 3.492, 0.419], [-3.130, 6.063, 1.061], [-4.179, 8.695, 1.641], [-6.337, 9.948, 1.534], [-8.374, 8.843, 0.710], [-8.336, 6.472, -0.028], [-5.524, 2.384, -0.679], [-4.136, 0.396, -1.033], [-0.775, 2.244, 0.448], [-1.959, 4.313, 0.869], [1.672, 0.617, -0.253], [3.444, 0.102, 0.207], [3.588, -0.491, 2.071], [3.972, -1.779, 2.429], [4.073, -2.156, 3.764], [3.804, -1.236, 4.764], [3.420, 0.056, 4.425], [3.307, 0.416, 3.092], [4.284, -1.267, -0.918], [5.619, -1.621, -0.710], [6.261, -2.511, -1.558], [5.577, -3.056, -2.638], [4.251, -2.714, -2.857], [3.607, -1.828, -2.000], [4.685, 1.642, 0.094], [5.659, 1.896, 1.056], [6.503, 2.996, 0.960], [6.386, 3.868, -0.112], [5.425, 3.630, -1.085], [4.586, 2.530, -0.978], [1.544, 1.485, -0.902], [4.188, -2.510, 1.657], [4.355, -3.171, 4.019], [3.879, -1.527, 5.806], [3.188, 0.777, 5.199], [2.977, 1.419, 2.844], [6.168, -1.196, 0.125], [7.298, -2.775, -1.383], [6.081, -3.742, -3.310], [3.708, -3.125, -3.702], [2.565, -1.559, -2.164], [5.760, 1.227, 1.905], [7.247, 3.174, 1.728], [7.036, 4.732, -0.187], [5.324, 4.305, -1.926], [3.835, 2.364, -1.744]]}

3.
{"formula": "C64H70N14", "method": "the ωB97M-V functional and the def2-TZVPD basis", "de_lowest_ev": 2.6366, "homo_lumo_gap_ev": 8.19, "total_charge": 0, "elements": ["N", "C", "C", "C", "C", "H", "H", "H", "H", "H", "N", "C", "C", "C", "C", "H", "H", "H", "H", "H", "N", "C", "C", "C", "C", "H", "H", "H", "H", "H", "N", "C", "C", "C", "C", "H", "H", "H", "H", "H", "N", "C", "C", "C", "C", "H", "H", "H", "H", "H", "N", "C", "C", "C", "C", "H", "H", "H", "H", "H", "N", "C", "C", "C", "C", "C", "H", "H", "H", "H", "H", "N", "C", "C", "C", "C", "C", "H", "H", "H", "H", "H", "N", "C", "C", "C", "C", "C", "H", "H", "H", "H", "H", "N", "C", "C", "C", "C", "C", "H", "H", "H", "H", "H", "N", "C", "C", "C", "C", "C", "H", "H", "H", "H", "H", "N", "C", "C", "C", "C", "C", "H", "H", "H", "H", "H", "N", "C", "C", "C", "C", "C", "H", "H", "H", "H", "H", "N", "C", "C", "C", "C", "C", "H", "H", "H", "H", "H"], "positions_angstrom": [[-3.376, 26.969, 2.988], [-2.930, 27.963, 2.201], [-3.739, 29.056, 2.438], [-4.883, 28.531, 3.066], [-4.631, 27.255, 3.517], [-2.877, 26.116, 3.199], [-2.016, 27.779, 1.655], [-3.646, 30.046, 2.017], [-5.778, 29.129, 3.144], [-5.103, 26.592, 4.228], [0.597, 31.028, 0.594], [0.695, 30.924, -0.759], [-0.524, 30.749, -1.323], [-1.436, 30.860, -0.317], [-0.718, 30.918, 0.852], [1.314, 31.216, 1.281], [1.656, 31.057, -1.235], [-0.714, 30.671, -2.383], [-2.515, 30.897, -0.300], [-1.053, 30.673, 1.849], [-1.224, 40.472, 1.351], [-2.374, 40.533, 0.617], [-3.458, 40.161, 1.432], [-2.939, 40.039, 2.776], [-1.577, 40.261, 2.662], [-0.295, 40.764, 1.083], [-2.399, 40.732, -0.444], [-4.469, 40.008, 1.084], [-3.549, 39.784, 3.630], [-0.812, 40.156, 3.417], [-2.720, 29.185, 5.562], [-1.523, 28.658, 5.972], [-1.042, 29.390, 7.092], [-2.098, 30.343, 7.332], [-3.095, 30.217, 6.392], [-3.358, 28.952, 4.815], [-1.074, 27.807, 5.482], [-0.109, 29.280, 7.626], [-2.004, 31.006, 8.179], [-4.026, 30.756, 6.292], [-1.155, 33.997, -1.161], [-1.960, 35.121, -1.209], [-1.249, 36.162, -1.828], [0.012, 35.662, -2.242], [-0.012, 34.293, -1.910], [-1.308, 33.096, -0.731], [-2.894, 35.208, -0.673], [-1.614, 37.168, -1.971], [0.817, 36.160, -2.762], [0.688, 33.489, -2.082], [-7.124, 32.370, 5.201], [-6.217, 32.780, 6.179], [-6.183, 34.159, 6.217], [-6.987, 34.589, 5.155], [-7.535, 33.464, 4.554], [-7.389, 31.423, 4.968], [-5.798, 32.013, 6.813], [-5.657, 34.778, 6.929], [-7.046, 35.600, 4.780], [-8.232, 33.342, 3.738], [1.705, 30.316, 3.361], [0.552, 30.685, 4.062], [0.595, 31.669, 5.086], [1.819, 32.032, 5.646], [2.992, 31.561, 5.032], [2.914, 30.767, 3.893], [-0.360, 30.163, 3.813], [-0.278, 31.951, 5.655], [1.911, 32.674, 6.510], [3.920, 31.932, 5.441], [3.771, 30.452, 3.316], [-1.458, 36.635, 8.321], [-2.748, 36.435, 8.583], [-3.384, 35.204, 8.499], [-2.609, 34.038, 8.227], [-1.268, 34.227, 7.884], [-0.745, 35.517, 7.947], [-3.273, 37.302, 8.955], [-4.431, 35.066, 8.725], [-3.094, 33.074, 8.263], [-0.649, 33.425, 7.509], [0.314, 35.702, 7.839], [-3.073, 32.523, 3.437], [-2.955, 33.208, 4.603], [-3.071, 34.595, 4.692], [-3.453, 35.306, 3.594], [-3.649, 34.646, 2.389], [-3.468, 33.271, 2.342], [-2.965, 32.625, 5.513], [-3.013, 35.080, 5.655], [-3.623, 36.360, 3.756], [-3.950, 35.103, 1.458], [-3.583, 32.771, 1.392], [-6.194, 34.930, -0.594], [-5.607, 34.167, -1.503], [-5.480, 32.781, -1.356], [-5.991, 32.184, -0.216], [-6.591, 32.940, 0.760], [-6.615, 34.310, 0.571], [-5.203, 34.690, -2.358], [-4.907, 32.204, -2.066], [-5.947, 31.113, -0.089], [-7.016, 32.452, 1.625], [-7.141, 34.928, 1.284], [-6.175, 38.089, 3.510], [-6.843, 39.222, 3.668], [-7.465, 39.876, 2.592], [-7.288, 39.405, 1.269], [-6.656, 38.165, 1.127], [-6.107, 37.542, 2.254], [-6.840, 39.622, 4.671], [-7.942, 40.844, 2.637], [-7.700, 39.919, 0.414], [-6.477, 37.755, 0.144], [-5.539, 36.627, 2.171], [-4.075, 41.332, 6.818], [-2.704, 41.246, 6.733], [-2.045, 40.041, 6.467], [-2.850, 38.921, 6.217], [-4.264, 38.988, 6.231], [-4.856, 40.210, 6.590], [-2.158, 42.110, 7.082], [-0.968, 39.969, 6.499], [-2.423, 37.942, 6.056], [-4.868, 38.098, 6.132], [-5.933, 40.301, 6.591], [-4.818, 29.976, -3.406], [-5.987, 29.574, -2.800], [-6.049, 28.881, -1.576], [-4.857, 28.571, -0.912], [-3.619, 28.970, -1.478], [-3.685, 29.604, -2.746], [-6.906, 29.835, -3.304], [-7.033, 28.655, -1.191], [-4.885, 28.128, 0.072], [-2.664, 28.815, -0.999], [-2.810, 30.008, -3.232], [1.596, 35.356, 3.575], [1.630, 36.730, 3.476], [0.834, 37.363, 2.547], [-0.021, 36.594, 1.739], [-0.094, 35.188, 1.857], [0.730, 34.574, 2.807], [2.320, 37.224, 4.144], [0.835, 38.438, 2.450], [-0.734, 36.991, 1.032], [-0.700, 34.627, 1.160], [0.674, 33.495, 2.833]]}

no.,F_max (eV Å⁻¹)
1,3.4
2,0.6
3,3.4